This record from the Open Molecules 2025 dataset describes a cluster of 2 separate species, C4H12O in total at a distorted geometry. The level of theory is ωB97M-V/def2-TZVPD.

Each line ends with the Löwdin charge.
Atoms and positions in Å:
C -0.919587 -0.066158 -1.363913  -0.1050
C -0.951404 1.083705 -0.306431  -0.2808
C 0.110643 0.917559 0.794571  -0.2525
C -0.395533 -0.208277 1.730222  -0.1193
H 0.119636 -0.216828 -1.660966  0.0600
H -1.691758 0.175916 -2.078929  0.0656
H -1.183202 -0.999686 -0.878705  0.0491
H -1.929798 1.354444 0.074410  0.1021
H -0.682728 1.923718 -0.978258  0.0986
H -0.053450 1.897241 1.309291  0.1093
H 1.128304 0.683116 0.514823  0.0933
H -1.231499 0.136753 2.377110  0.0770
H 0.383081 -0.498221 2.433225  0.0662
H -0.875317 -1.019336 1.211154  0.0479
O 2.752283 -1.830380 -0.649273  -0.0569
H 3.403224 -1.842129 -1.358715  0.0356
H 2.017107 -1.491442 -1.169610  0.0097

Atoms 1-6, force components in eV/Å:
-0.63 0.12 2.26
2.03 -0.03 -2.50
-2.94 0.40 1.11
-0.46 1.23 1.11
-0.27 0.40 -0.77
0.40 -0.27 -0.86

Summary:
Gap between HOMO and LUMO: 11.7 eV
Net charge: 0
LUMO: 0.8449 eV
ΔE to the lowest compared entry with this formula, charge and spin: 15.40 kcal/mol